Entry 1:
{"formula": "C5H11N", "method": "ωB97M-V with the def2-TZVPD basis set", "total_energy_ha": -251.7914, "spin_multiplicity": 1, "e_above_lowest_kj_mol": 186.8, "smiles": "C=C(CC)NC", "lumo_energy_ha": 0.039, "homo_lumo_gap_ev": 9.60, "homo_ev": -8.541, "symbols": ["C", "C", "C", "C", "C", "N", "H", "H", "H", "H", "H", "H", "H", "H", "H", "H", "H"], "coordinates": [[1.15365, -0.38492, -1.97666], [0.97919, 0.66627, -0.84504], [0.34147, 0.00876, 0.35034], [0.41845, -1.28531, 0.75517], [-1.87688, 0.65597, 1.22170], [-0.45571, 0.88603, 1.18536], [1.05644, 0.12891, -2.94441], [0.38305, -1.14794, -1.94917], [2.12726, -0.84101, -1.79732], [1.88839, 1.12962, -0.45011], [0.37672, 1.51572, -1.19003], [0.29716, -1.70415, 1.74300], [0.49326, -2.05860, -0.00689], [-2.46727, 1.03867, 0.37186], [-2.17610, -0.39848, 1.31315], [-2.29733, 1.21120, 2.08256], [-0.24175, 0.57928, 2.13649]], "forces_ev_per_a": [[0.56, 1.24, 0.31], [-1.44, -0.93, -0.29], [-1.45, -0.76, 1.28], [0.22, 0.23, -1.89], [-1.93, 0.22, -0.41], [1.41, 0.38, 1.47], [0.53, -0.37, 0.19], [-0.09, 0.00, 0.14], [-0.05, -0.25, -0.67], [0.24, -0.27, -0.37], [-0.13, -0.27, 0.20], [-0.81, 0.56, 0.24], [1.16, 0.06, 0.13], [0.66, 0.02, -0.10], [0.24, -0.03, 0.11], [0.33, -0.33, -0.28], [0.56, 0.52, -0.07]]}

---

Entry 2:
{"formula": "C4H11N3", "method": "ωB97M-V with the def2-TZVPD basis set", "total_energy_ha": -323.1615, "spin_multiplicity": 1, "e_above_lowest_kj_mol": 380.7, "smiles": "CN1C[C@H]1N.C=N", "lumo_energy_ha": 0.036, "homo_lumo_gap_ev": 9.06, "homo_ev": -8.072, "symbols": ["C", "C", "C", "N", "N", "C", "N", "H", "H", "H", "H", "H", "H", "H", "H", "H", "H", "H"], "coordinates": [[-1.69818, -0.38289, -0.63354], [1.17633, 0.43300, -0.56297], [0.79478, -1.79513, 0.46948], [0.28515, -0.50442, 0.08048], [-1.86182, 0.80482, -1.12883], [0.74660, 0.87768, 0.78682], [-0.23937, 1.82170, 0.96851], [-1.69700, 0.85222, -2.13178], [-0.96483, 1.76323, 0.20074], [-0.00713, 2.58169, 1.59428], [-1.62945, -1.29322, -1.23582], [-2.06169, -0.53136, 0.37909], [2.21118, 0.12772, -0.69103], [0.74588, 0.94726, -1.41815], [1.44268, 0.73695, 1.61109], [1.76579, -1.73845, 0.98007], [0.07558, -2.26505, 1.14308], [0.91548, -2.43576, -0.41152]], "forces_ev_per_a": [[-1.18, 0.82, -0.57], [0.42, 0.07, 0.15], [0.24, 0.03, 0.32], [0.57, 1.39, 1.01], [0.03, -0.42, 0.04], [0.21, -2.08, -1.09], [-0.83, -0.41, -0.28], [0.05, -0.20, 0.06], [0.60, 0.99, 1.04], [-0.57, -0.16, -0.51], [0.26, 0.08, 0.02], [0.28, -0.08, 0.12], [0.01, -0.09, -0.12], [-0.06, 0.08, -0.03], [-0.02, -0.03, -0.15], [-0.05, -0.04, -0.01], [0.07, -0.06, 0.01], [-0.03, 0.10, 0.02]]}

---

Entry 3:
{"formula": "C4H4Br9Cl3", "method": "ωB97M-V with the def2-TZVPD basis set", "total_energy_ha": -24701.4824, "spin_multiplicity": 2, "s2": 0.7551, "lumo_energy_ha": [0.068, 0.068], "charge": -1, "homo_lumo_gap_ev": [3.30, 7.55], "homo_ev": [-1.436, -5.690], "symbols": ["C", "Br", "Br", "Br", "H", "C", "Br", "Br", "Br", "H", "C", "Br", "Br", "Br", "H", "C", "Cl", "Cl", "Cl", "H"], "coordinates": [[2.76682, 0.42770, 3.07363], [4.53096, 1.17892, 3.56564], [2.71541, -0.32561, 1.24267], [1.38085, 1.82241, 3.29079], [2.59015, -0.40685, 3.75216], [-0.49536, -0.16575, -0.59325], [-1.75432, -0.87805, -2.01826], [-1.31032, -0.65145, 1.11794], [0.01084, 1.81503, -0.64929], [0.43037, -0.73957, -0.55020], [-5.00608, -0.74039, 0.82252], [-4.64909, -2.68620, 1.24062], [-6.12223, -0.06449, 2.26017], [-5.78178, -0.42875, -1.09535], [-4.03206, -0.25592, 0.75436], [3.08473, 0.35322, -3.26869], [1.97377, 0.78588, -4.59857], [2.32648, -0.92375, -2.32105], [3.30012, 1.78081, -2.29733], [4.04075, 0.10283, -3.72850]], "forces_ev_per_a": [[-0.13, 0.41, -0.52], [-0.68, -0.41, -0.33], [0.23, 0.54, 1.07], [0.75, -0.94, -0.10], [-0.12, 0.41, -0.13], [-0.23, -0.31, 0.50], [-0.33, -0.56, -1.10], [-0.28, -0.19, 1.28], [0.50, 1.15, -0.05], [0.05, -0.02, -0.43], [-0.43, -1.06, -0.97], [-0.30, 1.46, -0.69], [0.39, 0.07, -0.80], [0.58, -0.47, 2.14], [-0.17, -0.03, 0.26], [-0.71, 0.50, -0.48], [0.14, -0.21, -0.22], [0.58, -0.24, -0.22], [0.46, 0.35, 0.45], [-0.29, -0.43, 0.35]]}

---

Entry 4:
{"formula": "C8H16N2", "method": "ωB97M-V with the def2-TZVPD basis set", "total_energy_ha": -423.7116, "spin_multiplicity": 1, "e_above_lowest_kj_mol": 598.8, "lumo_energy_ha": 0.032, "homo_lumo_gap_ev": 7.17, "homo_ev": -6.296, "symbols": ["C", "C", "C", "C", "C", "N", "N", "C", "C", "C", "H", "H", "H", "H", "H", "H", "H", "H", "H", "H", "H", "H", "H", "H", "H", "H"], "coordinates": [[0.24627, -0.17182, -0.61317], [-0.05396, -0.63975, 0.69601], [-0.01445, -1.02682, -1.82053], [0.22475, 0.05941, 2.00347], [-1.79284, 0.90924, 0.04243], [0.95151, 0.96780, -0.80562], [-1.41944, 2.25542, 0.26158], [1.63027, -1.70347, 0.45201], [-2.86304, 0.61681, -0.70508], [2.86478, -1.23495, 0.45441], [-0.73368, -1.47753, 0.73781], [0.70653, 1.72891, -0.17097], [1.26603, 1.14519, -1.74783], [-1.08918, 2.43164, 1.20296], [-2.10310, 2.96466, -0.01128], [1.39773, -2.76438, 0.50927], [0.88219, -1.11395, -2.43731], [-0.33858, -2.02883, -1.54724], [-0.80142, -0.54904, -2.40802], [-0.71121, 0.41381, 2.43289], [0.88202, 0.92053, 1.88310], [0.71454, -0.62944, 2.69360], [-3.52987, 1.38517, -1.11435], [-3.12548, -0.41052, -0.93724], [3.07320, -0.16946, 0.37973], [3.73643, -1.87863, 0.56937]], "forces_ev_per_a": [[-0.58, 1.31, 0.06], [2.93, -1.60, -0.30], [-0.16, 0.11, 0.01], [-0.15, 0.17, -0.26], [-0.10, 0.08, -0.46], [-0.43, -1.11, 0.39], [-0.03, 0.14, 0.11], [-1.18, 0.30, 0.81], [0.06, 0.22, 0.00], [-0.05, 0.04, 0.08], [-0.14, 0.15, -0.09], [0.19, -0.01, -0.59], [-0.25, 0.38, 0.22], [-0.19, 0.02, -0.08], [0.09, -0.10, 0.06], [0.18, -0.05, 0.01], [0.04, 0.05, 0.11], [0.01, 0.07, 0.07], [0.07, -0.05, 0.07], [-0.06, -0.06, 0.02], [0.09, -0.04, -0.06], [-0.13, 0.05, -0.05], [-0.10, -0.03, 0.10], [0.06, 0.01, -0.07], [-0.05, -0.04, 0.05], [-0.09, -0.02, -0.20]]}